Record 1
Computed, not measured: a molecular structure, C13H12Cl36FNP at a distorted geometry, with ωB97M-V/def2-TZVPD.

CARTESIAN COORDINATES (ANGSTROEM)
1 Cl -2.5665 8.7536 1.3206
2 Cl -0.1642 -5.4036 4.3239
3 Cl 3.6026 -4.2960 -0.6207
4 Cl -4.3664 -5.0017 0.6276
5 H -0.1298 -2.5581 2.5130
6 Cl -0.7228 7.5770 -0.5982
7 Cl 0.3813 5.8906 6.3377
8 C 0.9342 -8.0076 -6.3561
9 Cl -0.0998 3.6108 -9.0595
10 Cl 0.7335 -4.4464 -1.0794
11 Cl -1.2775 5.2042 -6.9290
12 Cl -0.8310 -7.7777 -6.2823
13 C 4.6871 -0.4801 1.6402
14 Cl 2.5772 -5.6230 -2.9982
15 Cl -5.9295 -6.7128 2.3866
16 H 1.6704 -1.2071 0.1871
17 Cl 1.1734 6.8844 3.7205
18 Cl 0.3026 8.9040 1.7793
19 H 5.6756 -0.8918 3.4266
20 H 2.0578 -2.6893 1.3252
21 C -0.8658 3.5515 -7.4520
22 N 5.5465 -1.4175 2.5130
23 C 1.4248 5.5951 4.9242
24 Cl 1.5319 -7.5068 -7.9581
25 P 2.9036 -0.5356 2.3604
26 Cl 1.0134 4.0194 4.2013
27 C -2.7752 6.7261 -4.3928
28 Cl -1.8772 -6.0019 2.0496
29 Cl 0.9820 -5.6304 1.6593
30 H -0.5777 -1.6417 0.9280
31 Cl 2.3858 -2.7304 -2.7499
32 C 0.1353 -1.5888 1.8832
33 H 2.4136 0.8380 2.4133
34 H -0.4588 0.6599 2.0333
35 Cl 1.3210 -9.7262 -6.0885
36 Cl -0.9142 10.4696 -0.3499
37 H 4.9086 -2.2174 2.7834
38 Cl -2.3622 4.2875 4.4699
39 Cl -2.2017 1.6886 3.1717
40 H 0.3783 -0.0247 3.6694
41 C -0.3195 -0.2685 2.7414
42 Cl 1.7150 -7.0199 -5.0955
43 Cl -2.4505 7.4900 -5.9693
44 H 5.1219 0.6136 1.8383
45 Cl -4.2658 5.7557 -4.4989
46 Cl -2.3493 2.5685 -7.5370
47 C 2.3248 -4.2739 -1.8620
48 Cl -1.4094 5.6703 -3.9518
49 C -0.2658 -6.2596 2.7646
50 Cl -0.0037 -8.0024 3.0258
51 Cl -1.2161 4.0606 1.8053
52 Cl -2.9753 7.9882 -3.1513
53 Cl -7.1681 -5.5209 0.0391
54 C -0.9752 8.9261 0.5380
55 Cl -4.0752 3.6892 2.1955
56 H 2.8618 -1.0578 3.7333
57 F -1.6638 -0.5962 3.3472
58 C 1.6734 -1.5590 1.3189
59 Cl 3.1310 5.5858 5.4371
60 C -5.6658 -6.2189 0.6952
61 C -2.4638 3.4315 2.9106
62 Cl -5.1992 -7.6401 -0.2727
63 Cl 0.2635 2.8226 -6.2825
64 H 4.7550 -0.7288 0.4971

Calculated values
HOMO energy = -12.29 eV
Lowest unoccupied orbital energy = -0.1234 Eh
Kohn-Sham gap = 8.93 eV
Total charge = +1

Record 2
Computed, not measured: 3 unconnected molecules or ions with the total composition C4H14N4 at a distorted geometry, with ωB97M-V/def2-TZVPD.

CARTESIAN COORDINATES (ANGSTROEM)
1 N -1.8301 -0.5370 -0.6959
2 H 0.6037 2.5946 -2.3319
3 H -3.3121 -0.5274 0.7727
4 C 2.1666 -0.3542 -0.5101
5 H 1.9309 -0.9742 -1.3775
6 C -2.5604 0.1482 0.3579
7 H -0.7453 -2.2665 -1.1674
8 H 1.4270 -0.5924 2.1895
9 H 2.9093 -0.8763 0.1043
10 H 2.6160 0.5797 -0.8821
11 H 0.1588 -0.9014 0.0996
12 C -1.0778 -1.6618 -0.3244
13 H -1.9149 0.4914 1.1779
14 H -1.5217 -2.2378 0.4832
15 H -3.0669 1.0188 -0.0590
16 H 1.9341 1.0404 1.7199
17 N 0.9484 -0.0300 0.1988
18 C 1.1461 0.2930 1.6062
19 N 1.0214 2.1605 -1.4716
20 H 0.2209 0.7029 2.0137
21 N 0.2536 1.7959 -0.6409
22 H -1.3079 0.1336 -1.2629

Calculated values
ΔE to the lowest compared entry with this formula, charge and spin = 131.8 kcal per mole
HOMO energy (alpha / beta) = -7.10 / -6.85 eV
Lowest unoccupied orbital energy (alpha / beta) = 0.0410 / 0.0066 Eh
Kohn-Sham gap (alpha / beta) = 8.21 / 7.03 eV